No. 1
Entry from the Open Molecules 2025 dataset: C39H48GeMnN2O5 as an isolated structure (the ωB97M-V functional and the def2-TZVPD basis).

Geometry as ORCA input:
```
! wB97M-V def2-TZVPD RIJCOSX def2/J DEFGRID3
* xyz 1 5
Mn 0.478 -0.014 0.131
C 2.788 -3.146 1.900
C 2.933 -1.767 1.279
C 3.919 -0.920 2.075
C 3.376 -1.885 -0.173
O 1.650 -1.093 1.287
Ge 0.738 -0.416 2.911
O 1.015 1.206 2.019
C 0.856 2.490 2.697
C -0.340 3.262 2.135
C 0.654 2.265 4.196
C 2.137 3.277 2.482
O -0.843 -0.506 1.751
C -2.221 -0.641 2.192
C -2.284 -1.515 3.438
C -3.063 -1.255 1.071
C -2.775 0.740 2.515
H 3.763 -3.630 1.970
H 2.130 -3.775 1.299
H 2.373 -3.069 2.908
H 4.916 -1.360 2.038
H 3.618 -0.856 3.124
H 3.964 0.094 1.668
H 4.124 -2.673 -0.288
H 3.817 -0.947 -0.529
H 2.521 -2.135 -0.805
H -1.127 2.572 1.843
H -0.056 3.847 1.263
H -0.743 3.948 2.884
H -0.280 1.728 4.401
H 0.602 3.226 4.710
H 1.485 1.699 4.625
H 2.359 3.353 1.418
H 2.979 2.791 2.983
H 2.028 4.288 2.885
H -1.854 -2.502 3.249
H -3.323 -1.647 3.748
H -1.745 -1.054 4.270
H -2.985 -2.342 1.043
H -2.736 -0.863 0.107
H -4.116 -0.994 1.204
H -2.161 1.238 3.270
H -3.792 0.659 2.903
H -2.795 1.365 1.618
O -1.466 -7.516 2.406
C -1.022 -7.359 1.141
O -0.744 -8.311 0.475
C -0.901 -5.949 0.631
C -0.626 -4.867 1.455
C -0.453 -3.599 0.924
C -0.587 -3.381 -0.438
C -0.829 -4.479 -1.271
C -0.987 -5.747 -0.741
N -0.332 -2.083 -1.002
C -0.797 -1.836 -2.154
C -0.156 -0.857 -3.057
C -0.633 -0.746 -4.347
C 0.105 -0.030 -5.282
C 1.307 0.512 -4.884
C 1.697 0.370 -3.555
N 0.979 -0.275 -2.643
H -1.726 -6.671 2.788
H -0.499 -5.002 2.525
H -0.215 -2.762 1.556
H -0.846 -4.359 -2.349
H -1.148 -6.604 -1.383
H -1.593 -2.442 -2.589
H -1.555 -1.247 -4.623
H -0.246 0.076 -6.300
H 1.944 1.049 -5.576
H 2.639 0.790 -3.229
C -3.495 3.923 -4.222
C -4.150 3.518 -3.066
C -3.483 2.749 -2.122
C -2.148 2.399 -2.310
C -1.501 2.796 -3.480
C -2.170 3.552 -4.430
C -1.485 1.564 -1.280
C -0.236 1.580 -0.848
C 0.853 2.570 -0.975
C 2.195 2.174 -0.900
C 3.232 3.089 -0.979
C 2.944 4.436 -1.136
C 1.617 4.855 -1.177
C 0.586 3.939 -1.081
H -4.016 4.517 -4.962
H -5.184 3.797 -2.901
H -4.000 2.423 -1.224
H -0.468 2.510 -3.643
H -1.659 3.853 -5.338
H -2.138 0.798 -0.856
H 2.457 1.134 -0.778
H 4.261 2.753 -0.915
H 3.748 5.160 -1.208
H 1.384 5.910 -1.277
H -0.441 4.286 -1.085
*
```

Computed properties:
HOMO level (spin up / spin down) in Ha: -0.4051 / -0.4073
Orbital gap (spin up / spin down) in eV: 6.486 / 7.416
E_LUMO (spin up / spin down) in eV: -4.539 / -3.667
Calculated total energy in eV: -142272.14287

Results of the Löwdin charge analysis, in e, for atoms 1 through 8:
1 Mn 0.957
2 C -0.029
3 C -0.667
4 C -0.035
5 C -0.022
6 O -0.451
7 Ge 1.068
8 O -0.368

No. 2
Entry from the Open Molecules 2025 dataset: C18H22N6O2S2Sn as an isolated structure (the ωB97M-V functional and the def2-TZVPD basis).

Geometry as ORCA input:
```
! wB97M-V def2-TZVPD RIJCOSX def2/J DEFGRID3
* xyz 2 1
Sn -1.068 0.291 -0.403
C 4.153 -0.272 2.148
S 4.041 0.224 0.419
C 2.428 0.808 0.355
S 1.896 1.337 -1.269
N 1.682 0.929 1.393
N 0.366 1.310 1.170
C -0.096 2.246 1.901
C -1.506 2.647 1.734
C -2.069 3.663 2.478
C -3.408 3.978 2.267
C -4.132 3.260 1.330
C -3.492 2.252 0.623
N -2.206 1.960 0.813
H 5.192 -0.558 2.297
H 3.902 0.565 2.793
H 3.503 -1.120 2.349
H 0.539 2.759 2.617
H -1.474 4.196 3.207
H -3.877 4.770 2.834
H -5.174 3.473 1.140
H -4.024 1.670 -0.120
C 0.659 -4.279 -3.384
C 0.317 -2.877 -2.986
N -0.847 -2.416 -2.747
O -1.824 -3.403 -2.828
C 1.420 -1.866 -2.913
C 2.586 -2.029 -3.836
N 1.260 -0.938 -2.057
O 2.323 0.026 -2.142
H -0.229 -4.895 -3.461
H 1.337 -4.722 -2.651
H 1.175 -4.282 -4.344
H -2.641 -2.905 -2.944
H 3.106 -2.958 -3.598
H 3.287 -1.206 -3.764
H 2.230 -2.111 -4.864
C -4.930 -3.988 2.710
C -3.936 -3.020 2.150
C -3.165 -3.322 1.031
C -2.304 -2.377 0.516
N -2.163 -1.155 1.055
C -2.864 -0.872 2.168
C -3.748 -1.762 2.729
H -4.853 -4.964 2.238
H -5.942 -3.608 2.552
H -4.795 -4.104 3.785
H -3.229 -4.294 0.560
H -1.705 -2.601 -0.359
H -2.687 0.093 2.624
H -4.285 -1.484 3.626
*
```

Computed properties:
HOMO level in Ha: -0.5318
Orbital gap in eV: 7.524
Energy above the lowest of the compared OMol25 structures with the same formula, charge and spin in kJ/mol: 0.0
E_LUMO in eV: -6.947
Calculated total energy in eV: -59542.97133

Results of the natural (NBO) charge analysis, in e, for atoms 1 through 8:
1 Sn 1.431
2 C -0.744
3 S 0.423
4 C -0.112
5 S 0.638
6 N -0.346
7 N -0.386
8 C 0.126

No. 3
Entry from the Open Molecules 2025 dataset: a 2-piece molecular cluster, C2HFN2O2 overall (the ωB97M-V functional and the def2-TZVPD basis).

Geometry as ORCA input:
```
! wB97M-V def2-TZVPD RIJCOSX def2/J DEFGRID3
* xyz 0 1
C 0.702 -2.435 -1.096
C 1.061 -2.508 0.227
N 0.972 -1.220 -0.418
N 1.033 0.049 -0.645
O 0.252 -2.823 -2.136
O 1.513 -2.948 1.233
F 1.140 0.173 -1.998
H -0.703 1.019 0.044
*
```

Computed properties:
HOMO level (spin up / spin down) in Ha: -0.3714 / -0.3901
Orbital gap (spin up / spin down) in eV: 9.356 / 8.022
Energy above the lowest of the compared OMol25 structures with the same formula, charge and spin in kJ/mol: 834.3
E_LUMO (spin up / spin down) in eV: -0.751 / -2.594
Calculated total energy in eV: -11873.99206

In the natural (NBO) picture, each atom carries the following charge in e:
1 C 0.546
2 C 0.588
3 N -0.291
4 N 0.229
5 O -0.459
6 O -0.440
7 F -0.207
8 H 0.034

No. 4
Entry from the Open Molecules 2025 dataset: a 2-piece molecular cluster, C6H7N5 overall (the ωB97M-V functional and the def2-TZVPD basis).

Geometry as ORCA input:
```
! wB97M-V def2-TZVPD RIJCOSX def2/J DEFGRID3
* xyz 0 1
C -3.033 -0.454 -0.046
C -0.464 -0.051 -0.060
C 0.257 2.198 0.105
C 1.821 0.669 -0.315
C 1.699 -1.575 0.136
C 0.897 -0.401 -0.110
H -2.711 0.723 -0.874
H -3.755 -1.287 -0.573
H -3.438 -0.151 1.048
H -1.580 -1.879 -0.090
H 0.097 3.213 0.574
H 3.806 0.523 0.044
H 1.315 -2.632 0.360
N -1.596 -0.885 -0.107
N -0.778 1.218 0.044
N 1.486 2.032 -0.029
N 2.980 0.039 -0.228
N 2.998 -1.301 0.123
*
```

Computed properties:
HOMO level in Ha: -0.3277
Orbital gap in eV: 9.679
Energy above the lowest of the compared OMol25 structures with the same formula, charge and spin in kJ/mol: 391.7
E_LUMO in eV: 0.762
Calculated total energy in eV: -13782.59367

Results of the natural (NBO) charge analysis, in e, for atoms 1 through 8:
1 C -0.446
2 C 0.458
3 C 0.285
4 C 0.340
5 C -0.005
6 C -0.271
7 H 0.238
8 H 0.219